DFT (the ωB97M-V functional and the def2-TZVPD basis) results for C25H27ClN6O3 in the gas phase.

Results
Kohn-Sham gap	7.9	eV
ΔE to the lowest compared entry with this formula, charge and spin	3.7	kcal per mole
SMILES	C=CC(=O)Nc1cccc(Oc2nc(Nc3ccc(N4CCN(C)CC4)cc3OC)ncc2Cl)c1
E_HOMO	-7.415	eV

Geometry as XYZ:
```
62
Properties=species:S:1:pos:R:3:forces:R:3
C 2.086651 -3.194799 1.406869 0.0 0.0 -0.1
C 1.296314 -3.500250 0.388807 0.0 -0.3 0.2
C 1.069476 -2.729899 -0.860901 0.1 0.2 0.1
O 0.430166 -3.213205 -1.776511 -0.1 -0.1 -0.1
N 1.628501 -1.488142 -0.885310 0.2 0.0 0.4
C 1.624093 -0.539316 -1.905981 0.0 0.3 -0.5
C 0.935727 -0.702602 -3.104603 -0.2 -0.2 0.0
C 0.991593 0.295776 -4.061564 0.1 0.1 0.1
C 1.696001 1.464698 -3.837025 0.2 0.3 0.1
C 2.374272 1.629531 -2.634090 -0.4 -0.6 -0.2
C 2.361501 0.622519 -1.684489 0.1 -0.1 -0.1
H 2.905074 0.741496 -0.761905 0.0 -0.1 0.0
O 3.069667 2.813282 -2.464748 0.2 0.0 -0.1
C 3.029163 3.433312 -1.277588 -0.1 0.6 0.9
N 2.350559 2.906377 -0.286049 0.2 0.2 -0.2
C 2.273462 3.573612 0.867354 0.7 0.3 -0.7
N 2.886002 4.732610 1.122964 -0.3 0.0 0.5
C 3.587903 5.256719 0.133663 0.0 -0.3 -0.3
C 3.694723 4.660337 -1.111391 0.0 -0.2 -0.2
Cl 4.595580 5.369525 -2.398793 0.1 0.1 0.0
H 4.082341 6.194976 0.343663 0.1 0.1 -0.1
N 1.553286 3.000839 1.847583 -0.3 0.0 0.5
C 0.804034 1.821859 1.657187 -0.1 -0.2 -0.1
C 0.951385 0.748090 2.520345 -0.1 0.3 -0.3
C 0.262925 -0.433376 2.329208 -0.2 -0.2 0.1
C -0.615787 -0.579710 1.247808 0.3 0.3 0.1
C -0.770647 0.511153 0.383604 -0.1 0.0 -0.2
C -0.091069 1.702074 0.578641 0.0 0.2 0.2
O -0.263630 2.808845 -0.191113 0.0 -0.3 0.6
C -1.026525 2.707628 -1.366942 -0.2 0.0 -0.3
H -0.640307 1.928346 -2.031855 0.0 0.0 0.0
H -0.936420 3.675647 -1.858044 0.0 -0.1 0.0
H -2.082557 2.515232 -1.147291 0.0 0.0 0.0
H -1.463471 0.440447 -0.435702 -0.1 0.0 -0.1
N -1.251380 -1.779625 1.032418 -0.1 -0.2 -0.1
C -2.038537 -2.038536 -0.147423 -0.3 0.0 -0.1
C -3.514621 -1.677066 0.071183 0.1 0.2 0.0
N -3.872416 -1.901209 1.463951 0.1 -0.1 0.1
C -5.300281 -2.000227 1.645199 0.1 0.0 0.0
H -5.739588 -2.869882 1.129760 0.0 0.0 0.0
H -5.766400 -1.096511 1.254498 -0.1 0.0 0.0
H -5.523259 -2.074115 2.708550 -0.1 0.0 0.0
C -3.134210 -3.016654 2.018898 0.1 0.1 0.0
C -1.660486 -2.599646 2.157706 0.0 -0.3 0.2
H -1.552923 -2.016956 3.073742 0.0 -0.1 -0.1
H -1.027277 -3.493845 2.231303 0.0 0.0 0.1
H -3.230396 -3.928499 1.403844 0.0 0.0 0.1
H -3.532196 -3.243560 3.009888 0.0 -0.1 0.0
H -4.136828 -2.279149 -0.614112 0.0 0.0 0.0
H -3.695272 -0.619516 -0.146573 0.0 0.0 -0.1
H -1.626946 -1.510313 -1.005530 0.0 -0.1 0.0
H -1.947897 -3.107624 -0.364887 0.0 0.1 -0.1
H 0.429366 -1.252447 3.009797 0.0 -0.1 0.1
H 1.632944 0.840523 3.353647 0.1 0.0 0.1
H 1.574744 3.445782 2.751993 0.0 0.0 -0.2
H 1.728570 2.252016 -4.572924 0.0 0.1 -0.1
H 0.464491 0.164318 -4.994399 0.0 0.0 -0.1
H 0.375683 -1.605351 -3.280787 0.0 0.0 0.0
H 2.087977 -1.179884 -0.040664 -0.2 -0.1 0.0
H 0.745823 -4.431569 0.391276 -0.1 0.0 0.0
H 2.178567 -3.855664 2.253088 0.0 -0.1 0.1
H 2.682763 -2.298423 1.460755 0.1 0.2 0.0
```
Positions in Å, forces in eV/Å.

***

DFT (the ωB97M-V functional and the def2-TZVPD basis) results for C2H2N2O2 in the gas phase.

Results
Kohn-Sham gap (alpha / beta)	8.7 / 7.1	eV
spin multiplicity	3
ΔE to the lowest compared entry with this formula, charge and spin	29.5	kcal per mole
E_HOMO (alpha / beta)	-8.103 / -11.413	eV

Geometry as XYZ:
```
8
Properties=species:S:1:pos:R:3:forces:R:3
C -1.272518 -1.301564 -0.169120 3.3 2.4 -0.6
C -0.066466 -0.270925 -0.262383 -2.5 -1.8 0.3
N -2.096498 -2.081901 -0.099325 -1.0 -0.8 0.1
N 0.773499 -0.375168 -1.473149 -4.4 3.0 8.6
O 1.569449 0.522926 -1.586956 4.1 3.0 -2.2
O 0.615338 -1.299157 -2.219321 0.0 -5.8 -6.0
H -0.522243 0.722058 -0.238545 0.2 0.0 -0.2
H 0.549061 -0.415865 0.625701 0.1 0.0 -0.1
```
Positions in Å, forces in eV/Å.

***

DFT (the ωB97M-V functional and the def2-TZVPD basis) results for a molecular structure, C31H48IrO2P2.

Results
Kohn-Sham gap (alpha / beta)	7.5 / 5.2	eV
spin multiplicity	6
net charge	+2
E_HOMO (alpha / beta)	-13.361 / -13.436	eV

Geometry as XYZ:
```
84
Properties=species:S:1:pos:R:3:forces:R:3
Ir 0.213773 1.463161 -2.812788 -0.4 2.7 -0.9
C 0.609897 0.610658 0.708129 -0.4 -0.2 -1.0
C 1.690201 1.029713 -0.085442 -1.2 -0.1 0.8
C -0.236037 2.294112 -0.719525 2.7 0.1 0.2
C -0.572780 1.318310 0.324988 1.5 0.1 0.6
C 1.247926 2.091691 -1.027112 -1.8 -0.4 1.4
C 0.652373 -0.483619 1.723837 -0.2 -0.7 0.5
H 1.684449 -0.775886 1.992636 -0.5 0.1 -0.3
H 0.073392 -1.424334 1.440634 0.9 1.3 0.0
H 0.181371 -0.196694 2.681986 0.1 0.2 -0.4
C -1.811227 1.270487 1.138217 -0.8 -0.2 0.1
H -1.627378 1.399478 2.227136 0.2 0.0 -0.7
H -2.302429 0.275398 1.073108 0.2 0.6 -0.1
H -2.533530 2.039141 0.839161 0.1 -0.3 0.0
C -0.828954 3.672986 -0.706469 -1.0 0.6 -0.2
H -0.257155 4.403523 -0.101948 0.2 -0.6 -0.2
H -1.817803 3.644719 -0.214090 0.3 0.1 -0.5
H -0.947601 4.121108 -1.711457 0.0 -0.2 0.6
C 2.193356 3.194015 -1.384289 0.2 0.3 -0.7
H 2.047028 4.049101 -0.715346 0.1 0.0 -0.1
H 1.970448 3.487229 -2.423636 0.5 0.5 0.6
H 3.245547 2.865916 -1.331312 -0.5 0.2 0.0
C 3.074008 0.543374 0.111325 0.6 -0.1 -0.6
H 3.588197 0.883196 1.028584 -0.5 0.1 -0.2
H 3.675329 0.905213 -0.728661 0.2 -0.4 0.2
H 3.099108 -0.557814 0.152297 0.0 0.3 -0.1
C -1.497381 -3.108018 -1.699280 -0.6 -1.4 1.7
C -0.247321 -3.298867 -1.178301 -2.4 0.0 0.2
C 1.037866 -3.015337 -1.846822 0.7 -0.6 -0.3
C 0.850531 -2.823094 -3.355257 0.5 0.8 -0.6
C 0.860191 -1.335651 -3.574700 -0.6 1.0 0.9
C -0.144973 -0.437294 -3.173200 1.2 -2.3 0.3
C -1.436987 -0.736993 -2.553223 -2.2 0.4 0.6
C -2.047917 -2.146371 -2.734422 -0.5 -0.1 -0.1
H 1.563599 -3.946885 -1.795731 0.5 -0.8 0.3
H -0.073017 -3.276139 -3.690082 -0.3 0.0 0.3
H 1.751497 -2.342422 -1.328295 -0.6 0.2 -0.4
H -1.929728 -2.440100 -3.779744 0.2 -0.2 0.3
H -2.363051 -3.694339 -1.214959 1.6 1.1 -0.4
H -0.190747 -3.832778 -0.208468 0.0 0.2 -0.9
H -3.166021 -2.140511 -2.623609 1.1 0.3 0.2
H -1.274932 -0.596115 -1.454043 0.1 -0.1 -0.6
H 0.075098 3.100890 -3.283734 0.0 -0.9 0.3
H -2.233470 0.070211 -2.752268 1.1 -0.9 -0.2
H 1.584593 -3.343599 -3.993902 0.3 0.5 0.7
H 1.851028 -0.844195 -3.602461 -0.3 -0.4 -0.6
P -0.425631 -1.444749 -5.732521 -0.9 -1.1 -3.7
P -0.130169 1.791745 -5.172424 0.1 0.8 -4.2
C -0.263461 -0.315579 -7.207454 0.1 -0.4 1.0
C -0.863365 1.008465 -6.831229 -0.2 -0.5 0.5
H -0.833220 -0.831664 -8.005427 0.5 0.4 0.2
H 0.810347 -0.268228 -7.461891 -0.6 0.2 -0.1
H -0.645325 1.692808 -7.665775 -0.2 0.2 0.8
H -1.954845 0.943135 -6.721786 0.2 0.0 0.0
C -0.911556 3.342405 -5.774729 0.0 0.3 1.0
H -0.538861 4.163527 -5.166197 -0.4 0.3 -0.1
H -1.994261 3.217847 -5.695879 0.1 0.4 0.1
H -0.655539 3.507854 -6.827120 0.0 0.0 0.4
C 1.488563 2.040604 -6.045865 0.1 0.0 0.9
H 1.283476 2.363767 -7.081396 0.1 -0.1 0.6
H 2.066482 1.106057 -6.053721 0.1 0.4 0.1
H 1.993341 2.839823 -5.489944 0.4 -0.3 -0.3
C -2.122416 -2.102037 -6.243363 -0.2 0.1 0.6
H -2.495469 -2.787358 -5.469080 -0.2 0.3 -0.5
H -2.003133 -2.675034 -7.183112 0.0 0.5 0.5
H -2.827340 -1.264572 -6.403930 0.3 -0.5 0.3
C 0.535769 -2.777751 -6.540742 0.6 -0.6 0.5
H 1.380629 -2.337798 -7.089587 -0.2 -0.3 0.3
H -0.100035 -3.334116 -7.244242 0.2 0.3 0.2
H 0.897635 -3.485781 -5.794003 0.1 -0.1 -0.4
O -2.855373 -1.754640 1.082053 -0.2 -0.1 -0.4
C -2.205210 -2.540900 1.834998 3.3 -1.9 1.7
O -0.977789 -2.838090 1.821571 -2.6 0.6 -0.8
C -2.988331 -3.177495 2.972170 -1.4 -0.1 1.0
C -2.409377 -4.143367 3.819196 0.3 0.1 -0.4
C -3.113224 -4.650916 4.912505 -0.3 0.4 -0.3
C -4.411133 -4.195562 5.183061 0.1 0.3 -0.4
C -4.999943 -3.229675 4.351075 0.4 -0.3 -0.1
C -4.289825 -2.741156 3.254786 0.1 0.1 -0.2
H -1.397144 -4.489499 3.625610 -0.2 0.1 0.0
H -2.642073 -5.395841 5.555205 -0.1 0.2 -0.2
H -4.959116 -4.585448 6.038556 0.1 0.1 -0.2
H -6.008727 -2.859799 4.526358 0.3 -0.1 0.1
H -4.714523 -1.987360 2.594707 -0.2 -0.1 0.3
```
Positions in Å, forces in eV/Å.

***

DFT (the ωB97M-V functional and the def2-TZVPD basis) results for 4 unconnected molecules or ions with the total composition C7H16O3.

Results
Kohn-Sham gap	9.8	eV
ΔE to the lowest compared entry with this formula, charge and spin	98.5	kcal per mole
SMILES	C=C/C=C/C=C/C.O.O.O
E_HOMO	-9.322	eV

Geometry as XYZ:
```
26
Properties=species:S:1:pos:R:3:forces:R:3
C 0.636219 -0.178008 -2.690120 -0.1 -0.8 -2.2
C 1.726800 0.327422 -2.092350 -0.5 -0.5 -2.0
C -1.632115 -0.124942 -1.344387 0.5 3.8 -3.0
C -0.508165 -0.586852 -1.923710 -1.4 -0.3 3.1
C -2.442540 -1.585415 2.182072 0.8 -1.7 -1.7
C -1.861303 -0.855846 0.966281 0.5 -0.3 0.5
C -2.367425 -0.763475 -0.269456 1.4 -0.1 0.8
H 0.520781 -0.712775 -3.766302 1.1 2.1 2.1
H 1.881313 0.477395 -1.048299 -0.6 0.2 0.6
H 2.568730 0.537581 -2.712017 0.7 0.0 -0.3
H -2.070390 0.922553 -1.766117 0.9 -2.4 1.0
H -0.205410 -1.468558 -1.413082 0.1 -1.4 0.3
H -1.744111 -2.543745 2.370189 -1.8 2.0 -0.3
H -2.314803 -0.915308 3.015464 -0.4 0.0 0.6
H -3.515174 -1.876626 1.958678 1.3 0.2 0.7
H -0.850391 -0.410972 1.195495 -1.1 -0.3 -0.6
H -3.246921 -1.212114 -0.633796 -1.5 -0.5 0.4
H 1.013864 3.376131 -0.649298 0.2 -0.2 -0.2
H 2.514239 2.910168 -0.413132 -1.1 0.9 -0.1
O 1.876839 3.662976 -0.329217 0.8 -0.8 0.2
H 0.248930 2.821263 2.836206 0.0 0.3 -0.2
H 0.916239 3.147199 1.498263 0.3 0.2 -0.1
O 0.406501 3.544181 2.211098 -0.2 -0.4 0.4
H 2.848996 -3.072145 1.648379 0.2 -1.8 2.2
H 2.802607 -2.941873 0.213453 0.0 -3.2 -5.1
O 2.796678 -2.478204 0.955701 -0.2 5.0 3.0
```
Positions in Å, forces in eV/Å.

***

DFT (the ωB97M-V functional and the def2-TZVPD basis) results for 2 unconnected molecules or ions with the total composition C5H15N2O.

Results
Kohn-Sham gap	6.1	eV
ΔE to the lowest compared entry with this formula, charge and spin	126.2	kcal per mole
net charge	+1
E_HOMO	-13.703	eV

Geometry as XYZ:
```
23
Properties=species:S:1:pos:R:3:forces:R:3
N 0.025424 -2.708090 -2.555316 0.1 0.7 0.6
C 0.410166 0.347092 -0.213957 -2.7 -2.5 -4.5
C -0.435711 -0.728600 0.330283 0.3 2.8 2.0
C 0.417103 -1.453458 1.405925 -1.1 0.0 0.3
O -0.485122 -2.352614 2.041764 1.2 0.4 -0.5
C -0.135506 1.577299 -0.848231 0.9 2.2 0.8
N 0.218710 2.911451 -0.151596 -0.1 -1.8 1.1
C -0.236224 2.809781 1.284375 -0.1 0.0 -1.0
H -0.851670 -3.191999 -2.671203 0.1 -0.3 -0.3
H -0.161245 -1.731713 -2.748770 0.0 0.0 -0.3
H 0.727223 -3.018905 -3.213673 -0.2 -0.2 -0.1
H 1.222054 -0.130442 -0.796547 1.1 0.9 1.3
H -0.762677 -1.442456 -0.425379 0.6 -0.3 -0.7
H -1.362806 -0.263951 0.710377 0.3 -0.5 0.3
H 1.271775 -1.902979 0.897080 -0.1 -0.4 0.1
H 0.786063 -0.737274 2.159589 0.0 0.0 -0.3
H 0.014391 -2.616484 2.818395 -0.4 -0.5 0.4
H -1.217659 1.582864 -0.982526 0.0 -0.4 0.3
H 0.379489 1.784534 -1.786416 0.0 -0.8 -0.3
H 1.234215 2.854163 -0.081675 0.1 0.5 -0.2
H 0.295848 3.581936 1.823827 0.2 -0.1 0.4
H -0.055224 1.780017 1.640818 -0.1 0.7 0.6
H -1.298611 3.049820 1.362856 0.1 -0.2 -0.1
```
Positions in Å, forces in eV/Å.

***

DFT (the ωB97M-V functional and the def2-TZVPD basis) results for C3H4N2O in the gas phase.

Results
Kohn-Sham gap	9.1	eV
ΔE to the lowest compared entry with this formula, charge and spin	64.1	kcal per mole
SMILES	Oc1cn[nH]c1
E_HOMO	-8.224	eV

Geometry as XYZ:
```
10
Properties=species:S:1:pos:R:3:forces:R:3
O 1.853265 -0.526397 -0.132731 1.5 -1.5 1.7
C 0.652614 -0.169499 0.426145 -0.4 0.2 -1.7
C -0.480061 -0.973367 0.436130 0.2 0.1 -0.4
N -1.415826 -0.203264 -0.178885 -0.7 0.0 0.3
N -1.014141 1.038061 -0.474533 -0.4 0.3 0.6
C 0.215772 1.089037 -0.012109 -0.5 0.5 -0.2
H 2.379769 0.262620 -0.261836 0.2 0.2 0.1
H -0.747312 -1.959631 0.800154 0.5 0.1 -0.5
H -2.280039 -0.535698 -0.570445 -0.2 0.1 0.4
H 0.835961 1.978135 -0.031892 -0.2 0.0 -0.4
```
Positions in Å, forces in eV/Å.